Entry 1:
{"formula": "C8H7F3N2O2PtS", "method": "ωB97M-V with the def2-TZVPD basis set", "species": ["Pt", "N", "C", "C", "O", "O", "H", "H", "H", "H", "F", "C", "F", "F", "C", "C", "C", "C", "N", "C", "S", "H", "H", "H"], "positions_angstrom": [[1.53311, -1.00026, 0.26386], [1.64007, 0.57467, 1.84347], [3.08364, 0.72269, 2.12332], [3.81262, -0.60667, 1.97975], [4.74272, -0.87079, 2.70249], [3.37718, -1.35809, 0.99754], [1.22832, 1.42727, 1.48384], [1.12358, 0.28533, 2.66496], [3.28341, 1.12717, 3.11212], [3.50018, 1.39204, 1.37093], [-3.15244, 2.21443, -2.19829], [-2.18382, 1.40606, -2.66778], [-2.65222, 0.88859, -3.81815], [-1.14054, 2.16839, -2.96565], [-1.88512, 0.30970, -1.67919], [-2.96941, -0.40945, -1.20967], [-2.79796, -1.44633, -0.30400], [-1.51571, -1.73680, 0.10210], [-0.46588, -1.05132, -0.35425], [-0.60173, -0.02072, -1.22059], [0.93776, 0.69313, -1.53152], [-3.96269, -0.14875, -1.55494], [-3.63531, -2.01651, 0.07090], [-1.29979, -2.54380, 0.78873]], "mulliken_spin": [1.347, 0.180, -0.007, 0.011, 0.012, 0.068, -0.010, -0.015, 0.007, -0.001, 0.000, -0.003, 0.000, 0.008, -0.019, 0.009, -0.004, 0.035, -0.012, 0.060, 0.328, 0.000, 0.001, 0.003], "multiplicity": 3, "e_lumo_ha": [-0.00980, -0.04682], "e_homo_ev": [-8.109, -8.724]}

=====

Entry 2:
{"formula": "C8H7F9O2", "method": "ωB97M-V with the def2-TZVPD basis set", "species": ["C", "O", "C", "O", "C", "C", "C", "F", "F", "C", "F", "F", "C", "F", "F", "C", "F", "F", "F", "H", "H", "H", "H", "H", "H", "H"], "positions_angstrom": [[3.98749, -1.49552, -0.16471], [4.28686, -0.17262, -0.73756], [3.05991, 0.66896, -0.82600], [3.06205, 1.75420, -1.64321], [1.75277, 0.29625, 0.08966], [0.54168, 1.40066, 0.06021], [-0.58961, 0.90782, 1.14685], [-0.62681, 1.91334, 2.25172], [-0.27766, -0.40976, 1.78809], [-2.11439, 0.80163, 0.55492], [-3.03672, 1.12566, 1.70519], [-2.30359, 1.88510, -0.43824], [-2.55629, -0.68691, 0.02906], [-2.92697, -1.55525, 1.20698], [-1.51089, -1.40257, -0.74791], [-3.93190, -0.66017, -0.91750], [-4.33861, -2.08533, -1.20332], [-3.70030, 0.02481, -2.23579], [-5.05782, 0.00979, -0.16790], [4.93626, -2.21698, -0.23017], [3.13560, -2.05704, -0.76663], [3.71613, -1.46675, 0.99454], [2.15423, 0.17039, 1.20638], [1.30283, -0.72710, -0.29959], [0.16136, 1.48270, -1.04360], [0.87440, 2.49472, 0.38852]], "mulliken_charge": [-0.526, -0.289, 0.520, -0.547, -0.363, -0.762, 0.754, -0.317, -0.304, 0.421, -0.284, -0.258, 0.604, -0.262, -0.264, 0.577, -0.229, -0.217, -0.215, 0.253, 0.257, 0.230, 0.296, 0.269, 0.297, 0.355], "multiplicity": 1, "e_lumo_ha": -0.00936, "smiles": "COC(=O)CCC(F)(F)C(F)(F)C(F)(F)C(F)(F)F", "e_homo_ev": -10.838}

=====

Entry 3:
{"formula": "C8H7I2N", "method": "ωB97M-V with the def2-TZVPD basis set", "species": ["C", "C", "C", "C", "C", "C", "C", "C", "N", "I", "I", "H", "H", "H", "H", "H", "H", "H"], "positions_angstrom": [[-1.95581, 1.08158, -0.27666], [-1.90382, -1.27069, 0.32712], [-0.55720, 1.07876, -0.28639], [-0.52550, -1.20109, 0.19444], [-2.68483, -0.14521, 0.01051], [0.18321, -0.03745, 0.06455], [-4.07568, -0.17789, -0.02362], [1.63661, 0.14185, 0.00493], [-4.70147, 1.33026, 0.11428], [-5.22096, -1.89436, -0.01759], [-6.66277, 1.35562, -0.02982], [-2.59515, 1.82872, -0.67870], [-2.35962, -2.20589, 0.48107], [0.07090, 1.95701, -0.22088], [0.15677, -1.93554, 0.61851], [2.02505, 1.15356, 0.39972], [2.18043, -0.68343, 0.64195], [2.03115, 0.04551, -0.95147]], "mulliken_charge": [-0.663, -0.589, -0.657, -0.693, 0.809, 1.102, -0.053, -1.382, -0.447, 0.224, 0.058, 0.476, 0.301, 0.277, 0.259, 0.332, 0.307, 0.339], "multiplicity": 1, "e_lumo_ha": [-0.04132, -0.03843], "e_homo_ev": [-8.382, -7.834]}

=====

Entry 4:
{"formula": "C8H7LuNO4", "method": "ωB97M-V with the def2-TZVPD basis set", "species": ["Lu", "C", "O", "C", "O", "C", "O", "C", "O", "C", "H", "H", "C", "H", "H", "C", "C", "N", "H", "H", "H"], "positions_angstrom": [[-0.79328, 0.10048, -0.11009], [2.37287, -1.27231, -0.12868], [2.62986, -2.31489, -0.55464], [-0.75386, -2.04632, -1.09634], [-0.72222, -3.09923, -1.58327], [0.64966, -0.22840, -1.97978], [1.42083, -0.41644, -2.82673], [0.02160, -1.70152, 1.21041], [0.51061, -2.55739, 1.82387], [-3.17882, 0.74396, -0.24055], [-3.33773, 0.88437, 0.83610], [-3.00923, 1.65332, -0.83302], [-3.59590, -0.42435, -0.85897], [-3.71674, -0.50337, -1.94316], [-4.03907, -1.25500, -0.30251], [3.03491, 2.21350, 1.57778], [1.71676, 1.85096, 1.16086], [0.69591, 1.44489, 0.78492], [3.06485, 2.34951, 2.67317], [3.33685, 3.16859, 1.11697], [3.69213, 1.40964, 1.27365]], "mulliken_charge": [1.399, 0.150, -0.097, 0.271, -0.039, 0.421, -0.048, 0.433, -0.049, -1.129, 0.572, 0.584, -0.455, 0.365, 0.359, -0.783, 0.514, -0.491, 0.355, 0.357, 0.311], "multiplicity": 1, "e_lumo_ha": -0.52795, "charge": 3, "e_homo_ev": -23.578}

=====

Entry 5:
{"formula": "C8H7N", "method": "ωB97M-V with the def2-TZVPD basis set", "species": ["C", "C", "C", "C", "C", "C", "C", "C", "H", "H", "H", "H", "H", "H", "H", "N"], "positions_angstrom": [[2.38598, -0.05988, 0.16313], [1.78376, 1.11282, -0.03521], [0.41559, 0.77920, -0.09893], [-0.85225, 1.44127, -0.01110], [-2.04065, 0.68539, 0.06915], [-1.99461, -0.69580, 0.11083], [-0.87017, -1.32367, 0.13710], [1.44882, -1.15598, -0.09509], [3.40846, -0.33189, 0.13925], [2.21530, 2.21866, 0.39859], [-1.18523, 2.54782, -0.14702], [-3.10473, 0.97800, -0.06400], [-2.98661, -1.06324, -0.27938], [-0.69489, -2.39887, 0.02330], [1.80135, -2.13668, -0.23325], [0.26987, -0.59716, -0.07736]], "mulliken_charge": [-0.532, -0.611, 0.749, -0.647, -0.060, -0.415, -0.165, -0.407, 0.402, 0.209, 0.218, 0.280, 0.231, 0.287, 0.394, 0.067], "multiplicity": 1, "e_lumo_ha": 0.02940, "smiles": "c1ccn2cccc2c1", "e_homo_ev": -7.335}

=====

Entry 6:
{"formula": "C8H7N3", "method": "ωB97M-V with the def2-TZVPD basis set", "species": ["C", "C", "C", "C", "C", "C", "C", "C", "N", "N", "N", "H", "H", "H", "H", "H", "H", "H"], "positions_angstrom": [[2.97502, 1.03540, -0.00291], [2.54191, -1.35915, -0.03834], [-0.21713, 0.88428, -1.16540], [-0.50217, 1.19564, 0.16966], [-0.16939, -1.20252, -0.03593], [0.03150, -0.48120, -1.32548], [-0.29914, -0.02827, 0.94034], [2.24255, -0.06132, 0.43968], [3.45906, 2.01515, -0.42245], [2.92110, -2.43088, -0.22226], [1.23222, 0.27390, 1.28983], [-0.22543, 1.69357, -1.96511], [-0.59018, 2.16708, 0.50011], [-1.09983, -1.83925, -0.17441], [0.59733, -1.92217, 0.18726], [0.29721, -1.10332, -2.14467], [-0.88711, -0.27788, 1.95168], [1.21134, 1.20149, 1.65896]], "mulliken_charge": [0.155, 0.174, -0.369, -0.763, -1.083, -0.356, 0.436, 0.464, -0.518, -0.535, -0.356, 0.353, 0.580, 0.327, 0.370, 0.494, 0.276, 0.350], "multiplicity": 1, "e_lumo_ha": [-0.04514, -0.03323], "e_homo_ev": [-8.085, -8.179]}

=====

The following DFT total energy values (in eV) correspond, in order, to the records above: -37719.0059 -36954.7249 -26096.8654 -51676.4569 -9896.3712 -12875.2064.